A 3-piece molecular cluster, C32H63F9NO13P3S4 overall at a distorted geometry, computed with wB97M-V/def2-TZVPD.

CARTESIAN COORDINATES (ANGSTROEM)
S  0.4952  -0.4164  -1.0376
S  -0.9941  -3.2078  -3.2259
S  -5.4034  -2.6931  -3.9596
S  -2.4142  6.2116  -1.2347
P  6.4844  -3.3653  1.0068
P  3.6938  4.4140  3.6937
P  -5.3190  -1.1822  -2.6827
F  -1.6859  7.0040  -2.6126
F  -0.6651  4.2341  -0.6256
F  -3.0532  7.7511  -0.8007
F  -0.9705  6.5647  -0.3121
F  -0.7353  4.8989  -2.9154
F  -3.8298  5.9434  -2.1591
F  -3.7620  3.1469  -1.2673
F  -3.0869  5.5926  0.2154
F  -3.0691  3.5146  -3.6202
O  -4.5780  0.6767  0.2034
O  3.8212  3.7223  2.1131
O  4.8898  -2.9939  0.6798
O  0.6833  0.7042  0.0141
O  -10.7590  1.0729  -0.0085
O  6.8681  -4.0250  -0.4626
O  1.4109  -1.6141  -0.5963
O  3.5798  5.0331  5.1083
O  4.3715  2.9964  4.2158
O  5.1085  5.2180  3.3196
O  -9.6832  -0.7557  -1.3267
O  7.0069  -1.9507  0.6554
O  5.9006  -4.9459  1.3994
N  -2.2011  -0.4048  0.1480
C  -9.3111  -1.2774  0.0075
C  -1.7088  1.9999  -2.1490
C  2.4864  1.4978  3.8780
C  8.2302  -4.3176  -0.7245
C  -9.6976  1.8796  -2.1892
C  -5.2835  -3.2319  -0.4223
C  -10.0733  0.6696  -1.1079
C  -1.2980  -0.9516  -0.9800
C  -2.5272  0.7844  -2.8782
C  -3.8294  -2.7053  -0.9187
C  1.2996  -4.8835  -3.6986
C  4.6850  -0.9615  -0.6615
C  -1.7888  -1.5574  -3.6172
C  5.4374  6.4083  4.0379
C  6.1222  -4.4988  3.8108
C  2.0582  5.2092  1.2502
C  4.4811  -1.6251  0.7001
C  0.7892  -3.2967  -3.7924
C  6.3151  -5.4655  2.6546
C  1.1284  0.1637  -2.6895
C  3.5253  2.0452  4.8393
C  -3.6544  -0.1405  -0.3005
C  6.2139  6.0924  5.3158
C  -3.7442  -1.2176  -1.5780
C  -6.1004  -2.2684  0.6177
C  2.6599  3.8150  1.3006
C  -7.5326  -3.0294  1.0103
C  -2.6245  3.4013  -2.1803
C  8.7612  -5.4028  0.1938
C  -8.6436  -2.7646  -0.1942
C  -1.6087  4.5992  -1.7211
C  -2.2969  -0.7163  -2.2639
H  1.8064  -0.6093  -3.2750
H  8.0701  -6.2507  0.2468
H  1.7211  2.2532  3.6753
H  -0.6972  2.3060  -2.6856
H  -1.4463  1.8307  -1.0230
H  -10.2529  -1.4078  0.7033
H  -3.0820  -2.8868  -0.0050
H  1.8427  1.0961  -2.4751
H  0.9462  -2.8313  -4.8658
H  7.3612  -5.7653  2.5951
H  6.0661  7.0293  3.3891
H  3.8982  -1.2766  -1.3551
H  -9.1685  2.7678  -1.6265
H  0.6737  -5.3975  -2.8325
H  -8.1905  -2.8885  -1.2719
H  -10.7351  2.2577  -2.6117
H  6.6709  -3.5681  3.6551
H  8.8953  -5.0112  1.2068
H  9.7376  -5.7632  -0.1525
H  1.4303  -2.7331  -2.9578
H  -5.0706  -4.2374  0.1902
H  5.6351  -1.2328  -1.1332
H  -1.0131  -0.9581  -4.2636
H  6.2104  6.9564  5.9910
H  -5.4015  0.0122  -3.5322
H  -5.5158  -2.0830  1.6416
H  -9.0977  1.4670  -3.1098
H  8.2933  -4.6604  -1.7604
H  -3.4588  -3.4717  -1.7559
H  -1.1541  -2.0687  -0.5801
H  4.5401  6.9904  4.2430
H  -6.0166  -3.5948  -1.2921
H  5.8149  5.2291  5.8582
H  2.9448  3.5073  0.2897
H  -7.9337  -2.7077  2.0816
H  2.9411  1.2111  2.9239
H  5.7311  -6.3723  2.8401
H  1.2434  -5.4484  -4.7216
H  5.0643  -4.2387  3.9240
H  1.7803  5.5655  2.2438
H  -2.6960  -1.7921  -4.3568
H  -6.5609  -1.2275  -1.9548
H  4.1607  1.2266  5.1866
H  -6.3801  -1.2080  0.2139
H  4.6457  0.1302  -0.5666
H  8.8316  -3.4088  -0.6368
H  -2.2231  0.8342  -4.0322
H  -9.4750  -3.6060  -0.0432
H  3.0450  2.4893  5.7154
H  6.4780  -4.9462  4.7412
H  7.2535  5.8475  5.0734
H  0.3277  0.5462  -3.4492
H  4.9945  -1.0853  1.4944
H  -7.3022  -4.1933  1.0567
H  -8.5915  -0.4853  0.5095
H  2.4162  -4.8350  -3.2796
H  3.4136  -1.5969  0.9483
H  2.7766  5.9248  0.8361
H  -3.6662  1.1444  -2.8695
H  1.1595  5.2111  0.6299
H  -2.1601  -1.1118  0.9367
H  1.9133  3.1036  1.6530
H  1.9816  0.6232  4.3063

Computed properties:
* energy: -157957.852 eV
* HOMO level: -9.002 eV
* SMILES: CCSC[C@]1(CCC(F)(F)C(F)(F)S(F)(F)(F)(F)F)[C@@H](S(C)(=O)=O)NC(=O)[C@@]1(CCCCCCOC(C)=O)[PH2]=S.CCOP(=O)(OCC)OCC.CCOP(=O)(OCC)OCC
* multiplicity: 1
* ΔE to the lowest compared entry with this formula, charge and spin: 2061.4 kJ/mol
* LUMO: -2.6 eV